11
Properties=species:S:1:pos:R:3 method="wB97M-V/def2-TZVPD" energy_ev=-17024.64939 charge=-1 gap_ev=7.00 de_lowest_kj_mol=662.6 homo_energy_ev=-2.5
C 0.669 -1.082 -0.308
C 0.660 0.235 -0.414
N -2.158 -0.352 0.712
O -3.412 0.283 -0.345
O -1.727 -1.486 0.441
P -2.005 0.975 -0.337
H 0.892 -1.810 -1.053
H 0.822 -1.451 0.714
H 0.864 0.772 0.456
H 0.634 0.645 -1.370
H -2.211 1.697 0.822